## A
DFT (ωB97M-V/def2-TZVPD) results for a single C5H8N2 molecule.

The HOMO-LUMO gap comes out at 9.8162 eV. The charge is 0. The structure (SMILES) is Cc1cnn(C)c1. The value obtained for the molar mass is 96.13 g/mol.

The geometry in XYZ format:
```
15
C5H8N2 | the Open Molecules 2025 dataset | ωB97M-V/def2-TZVPD
C 2.43737 -0.42755 -0.13873
C 0.56014 1.22977 0.64193
H -2.95335 0.68827 -0.89872
H 1.14543 2.04042 1.05970
H 2.55548 -1.49747 0.06244
H 3.12870 0.11068 0.51625
C 1.02487 0.02385 0.07542
H -0.30244 -1.58926 -0.74893
N -0.76470 1.31595 0.63018
N -1.17113 0.17409 0.06539
H -3.14401 0.02691 0.74435
C -0.13658 -0.62725 -0.28165
H 2.76119 -0.24896 -1.16975
C -2.57624 -0.05018 -0.18572
H -2.70118 -1.05116 -0.60489
```

## B
DFT (ωB97M-V/def2-TZVPD) results for C5H8N2 as an isolated structure.

The HOMO-LUMO gap comes out at 8.7041 eV. The charge is 0. The value obtained for the molar mass is 96.13 g/mol.

The geometry in XYZ format:
```
15
C5H8N2 | the Open Molecules 2025 dataset | ωB97M-V/def2-TZVPD
C -0.94573 -0.43985 1.32879
C -0.39795 -0.54133 -1.09231
H -1.39585 -0.97541 -1.11213
C 0.55302 -1.23877 -1.95231
C 1.24028 0.97318 0.36535
H -0.90005 -1.46590 1.70877
H -0.69113 0.24544 2.14330
C -0.28103 0.90848 -0.84629
H -1.24582 1.33085 -0.53726
H 1.49394 0.67077 1.39558
H 1.15106 2.06390 0.36557
N 0.02540 -0.26282 0.26172
H -1.96747 -0.21309 0.99203
H 2.03677 0.66256 -0.30605
N 1.31375 -1.77939 -2.63547
```

## C
DFT (ωB97M-V/def2-TZVPD) results for a single C5H8N2 molecule.

The HOMO-LUMO gap comes out at 10.5023 eV. The charge is 0. The structure (SMILES) is C[C@H]1[C@@H](C#N)N1C. The value obtained for the molar mass is 96.13 g/mol.

The geometry in XYZ format:
```
15
C5H8N2 | the Open Molecules 2025 dataset | ωB97M-V/def2-TZVPD
C 0.60793 1.93352 -0.27747
C 1.51360 -1.03473 0.68560
N 0.87293 2.80862 0.43526
N 0.41814 -0.15105 0.41323
H -0.69035 -1.26526 -1.01313
C -0.69407 -0.32089 -0.45770
H 1.43369 -1.33962 1.73005
H 2.43649 -0.44819 0.57659
H -2.00358 1.27281 0.15279
H 1.55742 -1.90255 0.01345
H -2.76927 0.03881 -0.86689
C 0.44090 0.59950 -0.82592
H -2.40951 -0.31489 0.83718
C -2.05049 0.19997 -0.05646
H 1.05391 0.28395 -1.67908
```

Verdict on stability: B comes out at the bottom.

## A
DFT (ωB97M-V/def2-TZVPD) results for C15H30AsF6N3O8PZr as an isolated structure.

The HOMO-LUMO gap (alpha / beta) comes out at 9.5503 / 6.0584 eV. The charge is +2. Its multiplicity is 2. The value obtained for the molar mass is 691.53 g/mol.

The geometry in XYZ format:
```
65
C15H30AsF6N3O8PZr | the Open Molecules 2025 dataset | ωB97M-V/def2-TZVPD
H -2.57319 0.96558 1.92630
H 3.36120 1.27163 2.23196
F -2.29524 -1.29990 -3.81002
H 3.58958 1.59309 -3.18417
P -2.56305 0.82644 -0.91775
H -5.51157 0.56325 1.25926
H 4.78009 -0.36637 1.28735
C -5.56096 0.79075 0.19432
H -2.99123 -1.20933 3.09776
H 3.44135 2.80503 -0.97218
H -0.82832 5.03828 -1.68257
N 3.83461 1.13708 0.20195
C 3.23596 1.08355 -2.28807
C 4.33267 -0.17042 0.31490
C 2.99670 1.63088 1.27225
F 0.76735 -1.96370 -2.31701
C 1.58057 1.06274 1.01286
C -2.77219 -1.18360 2.03024
H -5.17741 -0.05963 -0.37291
H 5.03212 -0.40506 -0.48688
H -6.60937 0.92012 -0.07115
H -2.19956 -2.07110 1.76837
F -0.38222 -0.01297 -2.89429
C -1.32170 2.97755 -2.03504
As -0.78869 -1.80181 -3.23037
C 3.87846 1.81392 -1.08288
H 3.55619 0.04784 -2.33459
H 0.08167 3.88737 -0.68338
C -4.80315 2.06000 -0.14553
F -1.05200 -3.45961 -3.27573
H 1.40377 -3.13142 4.28795
O -1.21738 1.70709 -1.33371
H 4.93669 1.93653 -1.33795
H 2.94865 2.71802 1.25137
C 0.53513 -2.77649 1.29389
C 0.52834 -3.07467 3.64277
H -2.35301 3.11636 -2.36047
F 0.03307 -1.67257 -4.69536
H -3.71519 -1.20673 1.48382
N 0.90390 -3.50367 2.28919
H 2.48193 -4.74464 2.86449
N 0.13015 -2.10204 0.43638
H 1.50288 1.96147 -2.46011
C 3.12026 -1.25622 0.17023
O 1.81238 1.06734 -2.28318
H 1.06678 -5.60474 2.22577
H -0.69766 2.90784 -2.92663
O 0.96311 1.55129 0.01457
C 1.69658 -4.72248 2.11177
H -1.61017 4.23204 -0.31303
H -0.25281 -3.71839 4.04774
O -1.57307 0.11374 0.31567
O -3.34718 1.90834 -0.05781
O 1.14370 0.09551 1.63218
H -5.03388 2.85268 0.56071
H 2.15172 -4.72659 1.12618
H -5.05665 2.40886 -1.14671
O 2.19936 -0.83003 -0.60675
H 0.17722 -2.04593 3.61870
C -1.98628 0.07440 1.72604
C -0.89115 4.10659 -1.12131
O 3.26058 -2.28636 0.75377
H -1.06606 0.11738 2.29912
Zr 0.21377 -0.24211 -0.78554
F -1.44812 -1.70201 -1.53676
```

## B
DFT (ωB97M-V/def2-TZVPD) results for C15H30AsF6N3O8PZr as an isolated structure.

The HOMO-LUMO gap (alpha / beta) comes out at 9.4271 / 6.5219 eV. The charge is +2. Its multiplicity is 2. The value obtained for the molar mass is 691.53 g/mol.

The geometry in XYZ format:
```
65
C15H30AsF6N3O8PZr | the Open Molecules 2025 dataset | ωB97M-V/def2-TZVPD
O -1.00201 -0.86279 2.46559
N 1.90952 -0.73683 3.67797
H -0.76399 3.29565 -5.83961
H 0.71242 -4.63389 -0.55462
C 2.56709 -1.77749 2.92892
O 0.22502 2.37770 -0.15874
H 1.14787 0.26622 -3.38720
C 1.99438 -1.89279 1.48455
H -0.34079 5.71477 0.12989
H 3.63104 -1.55410 2.85230
P 0.88919 2.21933 -1.70184
O 2.00086 -2.94732 0.91874
H -3.13715 -3.31193 -1.60372
F -3.48755 -0.36115 0.91538
C -0.92180 -2.75905 -0.59833
C 2.24533 -1.18923 -2.22263
O 0.73180 0.55071 -1.37974
C -0.39327 3.33500 -3.74286
H 0.23035 -0.09638 4.71313
H -0.49092 3.56846 1.33813
H -1.61465 2.03635 -4.94043
C -0.19388 -5.00094 -1.02951
Zr -0.12337 0.33689 0.63323
F -1.87198 1.33775 1.49908
H 2.14167 1.07534 4.64231
C 1.02114 -0.36045 -2.50311
O 1.55386 -0.75251 1.01975
H 3.11111 -0.55347 -2.03662
H -1.20099 4.55362 -0.88807
N -0.66676 -1.71023 -0.16933
H 2.09814 -1.85148 -1.37167
N -1.19624 -3.92385 -1.07389
C 0.20333 3.70640 0.51487
H -1.80110 -0.44207 2.81215
C -0.40305 -1.72788 3.43373
H 0.50391 4.97848 -1.21385
H 2.46222 -1.79827 -3.10128
H 1.20651 3.86127 0.90372
H 0.02912 -5.32496 -2.04484
H 3.53876 0.54171 3.64216
C -0.67740 2.58590 -5.01708
C 2.45692 0.56559 3.72956
F -1.92127 0.52879 -0.68325
H 0.11782 -0.94860 -2.64242
O -0.38267 2.39293 -2.61721
F -4.40458 0.97364 -0.97023
F -2.80656 2.75352 -0.25386
H 0.56724 3.85429 -3.78166
H 0.12766 1.89124 -5.25905
H -1.17265 4.05658 -3.50881
C -0.23949 4.78814 -0.43590
H -2.98616 -5.01596 -1.12507
C 1.90259 1.46214 2.52982
C -2.51430 -4.19995 -1.66954
H 0.85031 -1.69467 5.15690
H 0.02120 -2.57279 2.89265
O 0.62757 1.31923 2.33529
H -1.18211 -2.11858 4.08687
H -0.59460 -5.83771 -0.45950
O 2.67918 2.16227 1.95521
H 2.43336 -2.73747 3.42594
H -2.38619 -4.48133 -2.71332
C 0.63138 -1.02561 4.31422
As -3.33180 1.23170 0.29304
F -4.36062 1.88013 1.45366
```

Verdict on stability: A comes out at the bottom.